The following is a quantum chemistry calculation of C24H29N3O3S in the gas phase, from the OMol25 dataset.

The geometry in XYZ format:
```
60
Properties=species:S:1:pos:R:3:forces:R:3
C -5.3067 -4.0402 0.1928 0.0 0.0 0.0
C -5.1496 -2.5505 0.2108 0.0 0.1 0.0
C -5.5652 -1.7936 -0.8821 0.0 0.1 0.1
C -5.4079 -0.4206 -0.8909 -0.1 0.0 -0.1
C -4.8342 0.1931 0.2034 0.0 0.5 0.0
C -4.4210 -0.5289 1.3029 0.0 0.0 0.1
C -4.5788 -1.9046 1.3016 0.0 0.1 -0.1
H -4.2547 -2.4821 2.1553 0.0 0.0 0.1
H -3.9882 -0.0101 2.1438 0.1 0.0 0.2
S -4.6108 1.9558 0.2084 0.3 0.4 0.3
O -5.1125 2.5438 -0.9931 0.1 -0.5 -0.2
O -5.0472 2.5075 1.4596 0.2 -0.2 0.1
N -2.9218 2.1362 0.2766 -0.9 0.0 0.1
C -2.1110 1.4857 -0.6164 0.1 -0.4 -0.4
O -2.5982 0.6489 -1.3569 0.1 0.0 -0.2
C -0.6989 1.8334 -0.5610 0.7 -0.1 -0.1
C 0.3209 1.1826 -1.2437 -0.7 -0.1 -0.1
N 1.4978 1.7765 -0.9072 -0.4 0.1 0.1
C 1.2564 2.8330 -0.0592 -0.2 0.4 0.4
C -0.0852 2.8801 0.1854 0.2 -0.1 0.0
H -0.5741 3.6047 0.8068 0.0 0.2 0.1
C 2.3233 3.7743 0.3789 0.0 0.0 -0.1
H 1.9701 4.3505 1.2296 0.0 0.1 0.0
H 2.5595 4.4725 -0.4266 0.1 0.1 0.0
H 3.2323 3.2464 0.6547 0.1 0.0 0.0
C 2.7965 1.3770 -1.3714 0.7 -0.4 -0.1
H 3.3962 2.2787 -1.5201 0.0 -0.1 0.0
H 2.6738 0.8795 -2.3366 0.0 0.1 0.0
C 3.6368 0.4266 -0.4719 -0.2 0.3 -0.2
N 4.0667 1.0831 0.7697 0.1 0.0 -0.1
C 5.4183 0.7114 1.1413 0.0 0.0 0.0
H 6.1002 0.9399 0.3231 0.1 0.0 0.0
H 5.7152 1.3014 2.0075 0.1 0.0 0.0
H 5.5150 -0.3534 1.3992 0.0 0.0 0.0
C 3.1807 0.9354 1.9098 0.1 0.0 0.0
H 3.1528 -0.0909 2.3024 0.0 0.0 0.0
H 2.1731 1.2421 1.6462 -0.1 0.0 0.1
H 3.5391 1.5934 2.7021 0.0 0.0 0.0
C 3.0576 -0.9602 -0.2779 0.2 0.0 0.0
C 1.8035 -1.1992 0.2761 0.0 -0.1 0.1
C 1.3520 -2.4932 0.4721 -0.1 0.0 0.0
C 2.1453 -3.5732 0.1280 0.0 -0.1 0.0
C 3.3964 -3.3502 -0.4198 0.0 -0.1 0.0
C 3.8447 -2.0567 -0.6185 0.0 0.1 0.0
H 4.8238 -1.8967 -1.0493 0.1 0.0 0.0
H 4.0261 -4.1839 -0.6938 0.0 -0.1 0.0
H 1.7914 -4.5812 0.2846 0.0 -0.1 0.0
H 0.3713 -2.6523 0.8952 -0.1 0.0 0.0
H 1.1566 -0.3816 0.5491 -0.1 0.1 0.0
H 4.5556 0.2986 -1.0586 -0.1 0.0 0.0
C 0.2112 0.0878 -2.2417 0.0 -0.1 0.0
H -0.8234 -0.2411 -2.2724 0.1 0.0 0.0
H 0.4838 0.4558 -3.2324 0.0 0.0 -0.1
H 0.8519 -0.7578 -1.9985 0.0 0.0 -0.1
H -2.5606 2.8292 0.9090 -0.2 0.1 0.2
H -5.7041 0.1880 -1.7293 0.0 0.0 -0.2
H -6.0091 -2.2900 -1.7325 -0.1 0.0 -0.1
H -6.3116 -4.3151 -0.1210 -0.1 -0.1 0.0
H -4.6058 -4.4788 -0.5170 0.0 -0.1 0.0
H -5.1151 -4.4669 1.1737 0.0 -0.1 0.0
```
Positions in Å, forces in eV/Å.

## Properties
* net charge: 0
* SMILES: Cc1ccc(S(=O)(=O)NC(=O)c2cc(C)n(C[C@H](c3ccccc3)N(C)C)c2C)cc1
* energy above the lowest of the compared OMol25 structures with the same formula, charge and spin: 208.1 kJ/mol
* spin multiplicity: 1

Löwdin atomic charge list, values in e, 8 entries:
1 C -0.049
2 C -0.267
3 C -0.023
4 C -0.046
5 C -0.301
6 C -0.049
7 C -0.029
8 H 0.111


The following is a quantum chemistry calculation of a molecular structure, C45H40Br2N11O3SSiTi in a non-equilibrium geometry, from the OMol25 dataset.

The geometry in XYZ format:
```
104
Properties=species:S:1:pos:R:3:forces:R:3
Ti -0.0451 0.2495 0.0905 -0.6 0.8 0.7
C -0.7298 0.2887 6.0826 0.0 0.0 0.0
C -0.9295 -1.0133 5.3189 -0.1 -0.1 0.0
N 0.1431 -1.3155 4.3931 0.1 0.2 0.0
C 0.3048 -0.7201 3.1838 0.1 0.0 0.0
S -0.9337 0.2771 2.5585 0.1 -0.1 -0.3
N 1.4871 -0.9729 2.6232 0.0 0.0 -0.1
N 1.6505 -0.3701 1.4254 0.5 -0.1 0.1
C 2.8087 -0.4734 0.8569 -0.1 0.0 0.1
C 3.9489 -1.2596 1.4206 -0.1 0.0 0.0
C 2.9650 0.3012 -0.3819 0.0 0.0 -0.1
C 4.1844 0.4887 -1.0241 -0.1 0.0 0.1
C 4.2244 1.2753 -2.1620 -0.1 0.0 -0.1
C 3.0652 1.8914 -2.6061 0.0 -0.1 0.0
C 1.8902 1.6594 -1.9151 0.0 0.0 -0.1
N 1.8450 0.8641 -0.8545 0.1 -0.2 0.0
H -1.5614 0.4532 6.7696 0.0 0.0 0.0
H 0.1956 0.2648 6.6626 0.0 0.0 0.0
H -0.6808 1.1287 5.3912 0.0 0.0 0.0
H -1.0043 -1.8540 6.0114 0.0 0.0 0.0
H -1.8584 -0.9771 4.7487 0.0 0.0 0.0
H 0.9995 -1.6963 4.7664 0.0 -0.1 0.0
H 3.5618 -2.0084 2.1071 0.0 0.0 0.0
H 4.5111 -1.7445 0.6228 0.0 0.0 0.0
H 4.6355 -0.6138 1.9771 0.0 0.0 0.0
H 5.0761 0.0103 -0.6464 0.0 0.0 0.0
H 5.1478 1.3944 -2.7110 0.0 0.0 0.0
H 3.0592 2.5056 -3.4933 0.0 0.0 0.0
H 0.9434 2.0807 -2.2283 0.0 0.0 0.0
Br -4.4162 -3.5204 7.8847 0.0 0.0 0.0
C -4.3289 -4.3318 6.1575 0.0 0.0 0.0
C -5.4763 -4.8566 5.5810 0.0 0.0 0.0
C -5.3990 -5.4474 4.3365 0.0 0.0 0.0
C -4.1858 -5.5248 3.6181 0.1 -0.1 -0.1
C -3.0422 -4.9628 4.2347 0.0 0.0 -0.1
C -3.1164 -4.3897 5.4879 0.0 0.0 0.1
N -4.1921 -6.2288 2.4422 -0.1 0.1 0.1
N -3.2004 -6.1048 1.5765 0.0 -0.1 -0.1
C -2.6031 -4.9021 1.2980 0.1 0.1 0.0
C -1.2712 -4.9343 0.8887 0.0 0.0 0.0
C -0.5652 -3.7783 0.5607 0.1 0.0 0.0
C -1.1623 -2.5398 0.5866 0.1 -0.1 0.1
O -0.4480 -1.4472 0.2510 -0.5 -0.6 -0.5
C -2.5466 -2.4400 0.8923 0.0 0.0 0.0
N -3.1399 -1.2235 0.7771 0.0 0.1 0.0
C -4.4266 -1.1349 0.9781 0.0 0.0 0.0
C -5.2433 -2.2353 1.2903 0.0 0.0 0.0
C -4.6572 -3.4656 1.4194 -0.1 0.0 0.0
C -3.2669 -3.6141 1.2451 0.0 -0.1 0.0
H -6.4224 -4.8003 6.1041 0.0 0.0 0.0
H -6.2832 -5.8748 3.8801 0.0 0.0 0.0
H -2.0906 -4.9992 3.7241 0.0 0.0 0.0
H -2.2242 -3.9907 5.9525 0.0 0.0 0.0
H -0.7816 -5.8992 0.8576 0.0 0.0 0.0
H 0.4794 -3.8353 0.2783 0.0 0.0 0.0
H -4.8605 -0.1430 0.8748 0.0 0.0 0.0
H -6.3106 -2.1076 1.4156 0.0 0.0 0.0
H -5.2539 -4.3395 1.6380 0.0 0.0 0.0
N 0.9452 -1.2089 -2.1658 0.2 -0.1 -0.3
C 1.4832 -1.5070 -3.1487 -0.1 0.0 0.2
C 2.1534 -1.8565 -4.3308 0.0 0.0 0.0
C 3.2421 -1.0834 -4.7721 0.0 0.1 0.0
N 4.1379 -0.4449 -5.1342 0.1 0.1 0.0
C 1.7451 -2.9689 -5.0953 0.0 0.0 0.0
N 1.4308 -3.8815 -5.7321 0.0 0.0 0.0
C -3.8564 2.3843 -1.8960 0.1 -0.1 0.0
Si -2.2157 2.4891 -0.9534 -0.3 0.1 0.1
C -1.3217 4.0151 -1.5941 0.1 -0.1 0.0
C -2.6811 2.8154 0.8416 0.1 -0.1 0.0
N -1.4008 0.9466 -1.1659 0.7 0.0 0.1
C -1.6742 0.2849 -2.3917 -0.2 -0.1 0.0
C -1.4880 0.9445 -3.6087 0.1 -0.1 0.0
C -1.7201 0.3035 -4.8164 0.0 0.0 0.0
C -2.1524 -1.0131 -4.8385 0.0 0.0 0.0
C -2.3585 -1.6721 -3.6329 0.0 0.0 0.0
C -2.1283 -1.0345 -2.4271 0.0 0.0 0.0
H -4.6188 2.9722 -1.3821 0.0 0.1 0.0
H -4.2073 1.3530 -1.9575 0.0 0.0 0.0
H -3.7721 2.7576 -2.9173 0.0 0.0 0.0
H -1.9185 4.8920 -1.3265 0.0 0.0 0.0
H -1.2133 4.0117 -2.6802 0.0 0.0 -0.1
H -0.3344 4.1318 -1.1447 0.0 0.0 0.0
H -1.9551 3.4580 1.3385 0.0 0.0 0.0
H -2.7555 1.8919 1.4170 0.0 0.0 0.0
H -3.6539 3.3100 0.8787 0.0 0.0 0.0
H -1.1227 1.9634 -3.6070 0.0 0.1 0.0
H -1.5432 0.8352 -5.7439 0.0 0.0 0.0
H -2.3105 -1.5253 -5.7790 0.0 0.0 0.0
H -2.6869 -2.7042 -3.6279 0.0 0.0 0.0
H -2.2828 -1.5597 -1.4978 0.0 0.0 0.0
Br -0.5090 5.1614 5.8505 0.0 0.0 0.0
C 0.5327 3.9881 4.7710 0.0 0.0 0.0
C 1.4559 3.1599 5.3829 0.0 0.0 0.0
C 2.2085 2.3093 4.5862 0.0 0.0 0.0
C 2.0303 2.2888 3.2131 0.0 0.0 0.0
C 1.0935 3.1228 2.6172 0.0 0.0 0.0
C 0.3428 3.9887 3.4017 0.0 0.0 0.0
C 0.8969 3.1256 1.1174 0.1 0.1 -0.1
O 1.3488 4.0547 0.4638 0.0 0.0 0.1
O 0.2323 2.1400 0.6322 -0.1 0.5 0.0
H 1.5721 3.1696 6.4575 0.0 0.0 0.0
H 2.9271 1.6435 5.0462 0.0 0.0 0.0
H 2.6102 1.6120 2.6013 0.0 0.0 0.0
H -0.3832 4.6486 2.9474 0.0 0.0 0.0
```
Positions in Å, forces in eV/Å.

## Properties
* net charge: -2
* expectation value of S²: 0.78
* energy above the lowest of the compared OMol25 structures with the same formula, charge and spin: 91.7 kJ/mol
* spin multiplicity: 2

Löwdin atomic charge list, values in e, 8 entries:
1 Ti 0.972
2 C -0.092
3 C -0.283
4 N -0.010
5 C -0.735
6 S 0.820
7 N 0.013
8 N -0.066


The following is a quantum chemistry calculation of a molecular structure, C23H23PSbZn in a non-equilibrium geometry, from the OMol25 dataset.

The geometry in XYZ format:
```
49
Properties=species:S:1:pos:R:3:forces:R:3
C 0.9665 0.4662 -3.7617 -0.4 -2.4 -2.3
C 0.2685 0.3095 -5.0769 1.8 -0.1 1.5
C -0.4447 -0.9055 -5.0425 1.8 -1.2 -1.1
C -0.1927 -1.5799 -3.8363 1.0 0.7 -0.9
C 0.5672 -0.7166 -2.9768 1.6 -1.3 -1.5
Zn -1.2661 0.3516 -3.5506 -3.8 2.1 1.7
P 0.0600 2.6799 -1.9787 -0.3 0.0 -0.2
H 1.8426 1.1131 -3.7120 -0.6 0.1 0.8
H 0.3864 0.8929 -5.9932 -0.1 0.2 0.7
H -0.8266 -1.3667 -5.9338 -0.6 0.0 0.0
H 0.9913 -1.2586 -2.1030 -0.2 1.3 -0.6
H -0.3300 -2.6385 -3.7831 -0.6 -0.3 0.8
H -0.8756 3.4243 -1.1830 0.7 0.1 0.0
H 0.4151 3.7164 -2.9209 -0.1 -0.1 0.6
H 1.2423 2.7508 -1.1653 -0.1 0.7 0.1
C -1.0052 3.5268 3.4251 0.1 -0.2 -0.1
C 0.3017 3.0375 3.2583 -0.3 0.2 0.0
C 0.5579 2.0126 2.3407 -0.4 0.7 0.4
C -0.5032 1.4720 1.6192 0.4 -1.4 0.1
C -1.8132 1.8928 1.8222 0.1 0.7 0.5
C -2.0637 2.9453 2.7058 0.4 0.1 0.2
Sb -0.1415 -0.0397 0.0924 -0.6 1.4 -1.3
C 1.8660 -0.6429 0.6461 -1.1 -0.6 0.5
C 2.8729 -0.5235 -0.3128 0.5 0.1 0.5
C 4.2098 -0.6258 0.0844 -0.1 -0.2 0.5
C 4.5195 -0.9115 1.4257 -0.2 0.0 -0.1
C 3.4908 -1.1334 2.3532 0.0 0.0 -0.2
C 2.1495 -1.0077 1.9603 1.2 0.0 0.0
C -1.6716 -1.4543 0.6234 1.1 0.1 0.6
C -1.3528 -2.5763 1.3857 -1.0 -0.4 0.0
C -2.3831 -3.4604 1.7369 -0.1 0.1 -0.1
C -3.7063 -3.1922 1.3468 0.3 0.1 -0.1
C -4.0009 -2.0468 0.5897 0.3 -0.3 0.3
C -2.9724 -1.1815 0.2067 -0.3 -0.4 0.3
H -1.1989 4.3578 4.1181 0.1 -0.4 -0.3
H 1.1203 3.4588 3.8485 -0.3 -0.1 -0.2
H 1.5769 1.6515 2.2158 -0.2 0.0 0.0
H -2.6465 1.4229 1.3091 0.1 0.0 -0.1
H -3.0821 3.3130 2.8442 0.3 -0.1 0.0
H 2.6337 -0.3468 -1.3567 0.0 0.2 0.2
H 5.0072 -0.4869 -0.6452 -0.2 -0.1 0.2
H 5.5671 -0.9726 1.7438 -0.4 0.0 -0.1
H 3.7283 -1.3979 3.3868 0.0 0.1 -0.3
H 1.3583 -1.1777 2.6898 0.1 0.2 -0.2
H -0.3300 -2.7722 1.7082 -0.2 0.0 -0.1
H -2.1525 -4.3577 2.3168 -0.1 0.2 -0.1
H -4.5078 -3.8830 1.6305 0.3 0.3 -0.1
H -5.0277 -1.8281 0.3004 0.2 -0.1 0.0
H -3.2046 -0.3108 -0.4022 0.2 -0.1 -0.1
```
Positions in Å, forces in eV/Å.

## Properties
* net charge: -1
* energy above the lowest of the compared OMol25 structures with the same formula, charge and spin: 0.0 kJ/mol
* spin multiplicity: 1

Löwdin atomic charge list, values in e, 8 entries:
1 C -0.311
2 C -0.267
3 C -0.352
4 C -0.281
5 C -0.365
6 Zn 0.254
7 P 0.521
8 H 0.074


The following is a quantum chemistry calculation of a molecular structure, C13H17Cl2FeNO2P in a non-equilibrium geometry, from the OMol25 dataset.

The geometry in XYZ format:
```
37
Properties=species:S:1:pos:R:3:forces:R:3
C 2.4355 1.5053 -3.9250 0.3 1.1 0.0
C 1.9835 0.7363 -2.7524 0.6 -5.0 -1.3
H 3.0102 0.8245 -4.5671 -0.3 0.1 0.1
H 3.0644 2.3374 -3.5826 -0.1 -0.2 -0.3
H 1.6060 1.9440 -4.5064 0.1 -0.3 0.3
O 1.7121 -0.4749 -2.7481 0.9 5.4 -0.4
Cl 2.2944 1.6648 -1.0964 2.2 0.3 -1.6
Fe 0.3639 0.9088 -0.5855 -1.8 0.8 1.1
P -1.4409 -0.2128 -1.3072 -3.9 -1.2 -1.7
C -1.6866 -1.9757 -0.9674 0.5 -0.2 0.2
C -3.0845 0.4192 -0.8088 0.3 0.4 0.2
H -1.4632 0.9265 -3.4521 -0.1 -0.3 0.0
H -2.5323 -0.5254 -3.4315 0.4 0.1 0.0
H -0.7327 -0.7053 -3.5975 -0.4 0.1 0.0
C -1.5490 -0.1251 -3.1415 0.5 0.2 0.2
H -3.0460 1.5104 -0.7402 -0.3 -0.3 -0.1
H -3.8254 0.1060 -1.5521 0.1 0.0 0.2
H -2.5167 -2.3487 -1.5925 0.4 0.2 0.3
H -1.9415 -2.0824 0.0951 0.1 -0.1 -0.3
H -3.3341 0.0056 0.1734 0.0 0.1 -0.2
H -0.7611 -2.5304 -1.1750 -0.6 -0.2 0.0
C 1.1466 -1.1205 -0.8432 2.9 -4.2 2.5
O 1.7429 -2.0564 -0.5186 -2.1 3.0 -1.3
Cl -0.7876 2.7152 -0.4419 0.0 0.5 -0.1
N 0.6014 0.4922 1.2208 0.2 -0.8 3.5
C 0.6842 0.2846 2.3700 -0.1 0.6 -1.1
C 0.8127 0.1383 3.7632 0.1 -0.5 0.5
C 1.2434 -1.0937 4.3073 0.2 0.0 0.5
C 1.4721 -1.1895 5.6880 -0.2 0.1 -0.7
C 1.2414 -0.0792 6.5135 0.1 -0.2 -0.4
C 0.7932 1.1274 5.9704 -0.1 0.2 -0.1
C 0.5608 1.2363 4.6076 -0.1 0.5 -0.2
H 1.4083 -1.9463 3.6476 0.0 0.2 0.3
H 1.8445 -2.1293 6.1028 -0.2 0.4 -0.1
H 1.4233 -0.1645 7.5810 0.0 0.1 -0.2
H 0.6327 1.9976 6.6129 0.0 -0.4 -0.2
H 0.1964 2.1687 4.1637 0.2 -0.3 0.3
```
Positions in Å, forces in eV/Å.

## Properties
* net charge: +2
* expectation value of S²: 8.77
* energy above the lowest of the compared OMol25 structures with the same formula, charge and spin: 0.0 kJ/mol
* spin multiplicity: 6

Löwdin atomic charge list, values in e, 8 entries:
1 C -0.003
2 C -0.537
3 H 0.131
4 H 0.100
5 H 0.132
6 O 0.018
7 Cl 0.776
8 Fe 0.034


The following is a quantum chemistry calculation of C3H4O3S2 in the gas phase, from the OMol25 dataset.

The geometry in XYZ format:
```
12
Properties=species:S:1:pos:R:3:forces:R:3
C -0.0576 0.5385 0.5258 -0.1 -0.8 0.3
C -1.0837 -0.4498 -0.0653 0.3 0.6 0.1
C 1.1691 0.5711 -0.4272 -0.1 0.5 0.0
H -0.3372 2.2555 -0.1419 0.1 0.7 -0.6
H 0.2321 0.1036 1.5058 0.0 0.4 -0.4
H -1.4639 -2.2728 -0.0299 0.2 0.0 0.1
H 1.5726 -1.5968 0.2892 0.2 0.1 -0.2
O -0.5635 1.8170 0.6761 0.0 -0.7 0.5
O -0.8222 -1.6744 0.3944 -0.3 -0.3 -0.2
O 1.3600 1.5731 -1.0704 0.0 -0.3 0.1
S -2.2638 -0.0620 -1.0925 0.1 -0.1 0.1
S 2.2580 -0.8030 -0.5642 -0.3 -0.2 0.3
```
Positions in Å, forces in eV/Å.

## Properties
* net charge: 0
* SMILES: O=C(S)[C@@H](O)C(O)=S
* energy above the lowest of the compared OMol25 structures with the same formula, charge and spin: 0.0 kJ/mol
* spin multiplicity: 1

Löwdin atomic charge list, values in e, 8 entries:
1 C -0.385
2 C -0.842
3 C -0.733
4 H 0.081
5 H 0.163
6 H 0.114
7 H -0.113
8 O -0.001


The following is a quantum chemistry calculation of a gas-phase ion, C7H9N2O3S (charge +1) in a non-equilibrium geometry, from the OMol25 dataset.

The geometry in XYZ format:
```
22
Properties=species:S:1:pos:R:3:forces:R:3
C -0.0058 -1.7727 0.5492 -1.5 -1.5 -0.5
C 1.3713 -1.9546 0.8709 -0.3 0.1 -0.7
C -0.6720 -0.7168 0.0598 0.0 1.6 1.2
C -0.4466 0.7387 0.2049 0.3 0.0 -1.0
C 0.7786 1.2787 0.3424 0.0 1.0 0.8
C 2.4924 -1.4720 0.3062 1.4 -0.6 0.9
C -1.5950 2.8461 -0.3654 -1.6 0.0 2.6
N 2.6142 -0.6795 -0.9072 -0.7 0.4 -0.1
N -2.0886 -0.9003 -0.2382 -2.0 0.9 2.4
O 3.6764 -0.4022 -1.4319 -0.5 -0.7 1.0
O 1.5198 -0.3043 -1.3302 0.3 -0.1 -0.6
O -1.6488 1.4941 0.1405 0.8 -1.0 -0.4
S 2.0629 2.0795 0.7328 -1.2 -0.7 -0.4
H -0.6554 -2.6930 0.7686 1.1 1.2 -0.6
H 1.4299 -2.7730 1.5749 0.9 0.3 0.5
H 3.4359 -1.7354 0.7903 -0.1 0.1 -0.7
H -1.0271 2.9443 -1.2178 1.6 0.0 -1.8
H -1.2550 3.4180 0.4917 0.3 0.6 -0.3
H -2.6149 3.1744 -0.5921 0.1 -0.4 0.1
H -2.3124 -0.6351 -1.1959 -0.1 -0.5 -0.2
H -2.5852 -0.1244 0.3535 0.7 -1.3 -1.3
H -2.4748 -1.8106 0.0929 0.4 0.6 -0.9
```
Positions in Å, forces in eV/Å.

## Properties
* net charge: +1
* energy above the lowest of the compared OMol25 structures with the same formula, charge and spin: 324.7 kJ/mol
* spin multiplicity: 1

Löwdin atomic charge list, values in e, 8 entries:
1 C -0.031
2 C -0.031
3 C -0.180
4 C -0.265
5 C -0.531
6 C 0.021
7 C -0.012
8 N -0.370